# 1
{"formula": "C26H48Cl3MnN5O3PSi", "method": "the ωB97M-V functional and the def2-TZVPD basis", "elements": ["C", "C", "H", "H", "H", "C", "C", "H", "H", "H", "H", "Mn", "Cl", "Cl", "C", "O", "N", "C", "C", "H", "H", "H", "H", "H", "H", "H", "H", "H", "C", "C", "N", "H", "C", "O", "H", "H", "H", "H", "O", "C", "C", "C", "H", "C", "H", "C", "H", "C", "C", "H", "H", "H", "Si", "Cl", "C", "C", "C", "H", "H", "H", "H", "H", "H", "H", "H", "H", "C", "N", "C", "N", "C", "N", "C", "P", "C", "C", "H", "H", "H", "H", "H", "H", "H", "H", "H", "H", "H", "H"], "xyz": [[2.436046, -3.494686, -1.596698], [1.317895, -3.946655, -0.715470], [3.300078, -4.163223, -1.517824], [2.754031, -2.468656, -1.349852], [2.116532, -3.491681, -2.649989], [1.338936, -5.051706, 0.042934], [2.476419, -6.012414, 0.152841], [0.447906, -5.340527, 0.609877], [3.397742, -5.679733, -0.336584], [2.207372, -6.987937, -0.275366], [2.700994, -6.197505, 1.211011], [0.424720, 0.054669, -0.234870], [-0.305352, -0.045622, -2.318902], [2.121633, 1.595514, -0.524664], [-2.790127, -0.779599, 0.430818], [-1.773723, -0.250210, 0.939418], [-3.938749, -0.997101, 1.092182], [-4.114955, -0.599929, 2.485383], [-5.029819, -1.752490, 0.487604], [-2.816343, -1.100084, -0.631257], [-3.278488, 0.027701, 2.808368], [-4.181506, -1.495750, 3.124668], [-5.062745, -0.046993, 2.572962], [-4.753133, -2.040666, -0.536300], [-5.944150, -1.144468, 0.459912], [-5.237459, -2.664499, 1.065159], [2.962517, -2.317334, 1.118742], [1.289875, -3.607717, 2.960206], [3.061477, -1.574659, 1.928586], [1.643406, -2.767038, 3.579467], [1.866956, -1.585751, 2.764003], [3.214551, -0.578853, 1.504303], [0.878275, -0.700926, 2.612998], [0.890827, 0.233933, 1.768032], [0.872566, -2.533525, 4.324882], [0.027350, -0.843549, 3.307564], [3.911053, -1.861687, 2.559941], [2.575356, -3.050908, 4.077228], [0.547172, -1.898414, 0.067797], [0.144829, -2.982988, -0.681544], [-1.363225, -3.620660, 1.240951], [-1.140671, -3.577077, -0.127834], [-0.613008, -3.189578, 1.913616], [-2.505273, -4.237466, 1.749012], [-0.033007, -2.688083, -1.725399], [-2.069522, -4.136550, -1.007248], [-2.658041, -4.297375, 2.835710], [-3.433782, -4.808853, 0.875887], [-3.223965, -4.751369, -0.508006], [-1.849149, -4.112101, -2.071742], [-4.326505, -5.297800, 1.267514], [-3.943331, -5.197153, -1.193044], [6.021324, 2.389770, -2.535732], [6.592447, 0.386056, -2.521617], [6.118215, 2.970545, -0.759369], [4.297428, 2.426843, -3.246288], [7.219608, 3.354993, -3.617208], [5.471778, 2.356484, -0.116921], [5.790409, 4.015605, -0.676424], [7.150452, 2.908849, -0.384942], [8.239860, 3.326945, -3.212372], [6.910682, 4.409181, -3.677753], [7.246035, 2.952857, -4.638585], [3.599901, 1.867403, -2.605034], [4.285973, 1.989597, -4.255260], [3.925061, 3.456139, -3.318831], [-2.081893, 5.080743, -1.139075], [-2.892890, 3.991296, -0.548576], [-2.959586, 4.153749, 0.919520], [-1.615979, 4.213924, 1.529688], [-0.811598, 5.289242, 0.903325], [-0.718275, 5.154622, -0.573193], [0.088157, 4.004628, -0.972898], [-0.638547, 2.410705, -0.310304], [-2.395239, 2.677657, -0.926824], [-0.936615, 2.932860, 1.469964], [-2.596578, 6.030498, -0.927002], [-1.986570, 4.897201, -2.218742], [-3.522650, 3.310502, 1.355218], [-3.472643, 5.100479, 1.130573], [0.204523, 5.251058, 1.323803], [-1.305337, 6.249986, 1.131428], [0.110175, 3.930572, -2.068395], [1.108012, 4.099671, -0.586424], [-3.030337, 1.890014, -0.503709], [-2.366706, 2.583000, -2.021132], [0.043505, 2.992593, 1.965617], [-1.554560, 2.151364, 1.936774]], "forces_ev_per_angstrom": [[0.4, 0.0, -0.2], [-0.3, -0.6, 0.6], [-0.1, 0.3, -0.1], [-0.1, -0.3, -0.1], [0.0, 0.1, 0.2], [0.0, 0.2, -0.4], [0.2, -0.4, 0.2], [0.2, 0.2, -0.2], [-0.2, -0.1, 0.2], [0.0, 0.1, 0.1], [0.1, 0.0, -0.1], [-1.1, -1.0, 0.6], [-0.3, -0.3, -0.3], [1.5, 0.2, -0.1], [1.1, 0.5, 0.5], [-1.4, -0.5, -0.8], [0.1, 0.0, 0.0], [-0.1, -0.2, -0.1], [0.0, 0.1, -0.1], [0.1, 0.1, 0.4], [-0.2, -0.2, -0.2], [0.1, 0.3, -0.2], [0.3, -0.1, 0.0], [-0.1, 0.1, 0.4], [0.2, -0.1, 0.0], [0.1, 0.2, -0.2], [-0.1, 0.3, 0.2], [0.2, 0.2, 0.1], [0.1, -0.2, -0.2], [-0.2, -0.1, 0.1], [-0.7, 0.4, -0.1], [-0.1, -0.2, 0.1], [0.5, 0.2, -0.9], [-0.2, -0.9, 1.1], [0.2, -0.2, -0.1], [0.3, 0.1, -0.3], [-0.1, 0.2, -0.1], [-0.2, 0.1, 0.0], [0.5, 2.0, 0.3], [-0.1, 0.0, -0.3], [-0.1, 0.0, 0.4], [0.2, -0.1, -0.5], [-0.4, -0.1, -0.3], [0.0, -0.1, 0.1], [-0.2, 0.0, -0.1], [-0.2, -0.2, 0.5], [0.0, 0.0, -0.5], [0.0, 0.1, -0.2], [0.3, 0.1, 0.2], [-0.2, 0.0, 0.1], [0.2, 0.1, -0.1], [0.1, 0.1, 0.2], [-0.2, 0.3, 0.0], [0.1, -0.1, 0.0], [0.0, 0.0, 0.1], [-0.1, -0.1, 0.0], [0.0, -0.1, 0.0], [0.1, 0.2, -0.2], [0.0, -0.2, 0.0], [-0.3, 0.0, -0.1], [-0.2, 0.0, -0.1], [0.0, -0.2, 0.0], [0.0, 0.1, 0.2], [0.2, 0.1, -0.2], [0.0, 0.1, 0.2], [0.1, -0.1, 0.0], [0.2, -0.5, 0.7], [-0.4, 0.5, 0.1], [0.8, 0.1, -0.5], [-0.3, 0.6, 0.2], [-0.5, -0.5, -0.5], [-0.5, 0.3, 0.3], [-0.1, -0.4, 0.2], [-0.7, -0.4, 0.6], [0.8, -0.1, 0.1], [0.3, -0.2, -0.6], [0.2, -0.3, -0.2], [-0.2, 0.2, 0.3], [0.2, 0.3, -0.2], [0.0, -0.2, 0.0], [-0.3, 0.2, -0.1], [0.3, -0.3, -0.1], [0.2, 0.0, 0.2], [-0.2, 0.0, -0.2], [0.0, 0.1, -0.2], [-0.2, -0.1, 0.2], [-0.3, -0.1, 0.0], [0.3, 0.2, 0.0]], "lowdin_charge": [-0.036, -0.239, 0.064, 0.087, 0.095, -0.110, -0.098, 0.105, 0.059, 0.078, 0.070, 0.256, 0.090, 0.061, -0.292, -0.096, -0.170, -0.027, -0.047, 0.141, 0.083, 0.093, 0.093, 0.092, 0.091, 0.082, 0.090, 0.086, -0.008, -0.038, -0.156, 0.082, -0.255, -0.182, 0.094, 0.154, 0.095, 0.093, -0.301, -0.416, -0.052, -0.192, 0.101, -0.084, 0.095, -0.023, 0.106, -0.118, -0.085, 0.120, 0.100, 0.102, 0.090, 0.275, -0.222, -0.236, -0.222, 0.019, 0.033, 0.030, 0.028, 0.032, 0.029, -0.050, 0.034, 0.033, -0.173, -0.166, -0.172, -0.168, -0.163, -0.160, -0.330, 0.901, -0.308, -0.305, 0.125, 0.126, 0.125, 0.122, 0.128, 0.125, 0.098, 0.053, 0.077, 0.087, 0.093, 0.078], "orbital_gap_ev": [6.098, 8.289], "homo_energy_ev": [-7.410, -7.930], "multiplicity": 5, "e_tot_ev": -127392.7258, "de_lowest_kj_mol": 0.0, "charge": 0}

# 2
{"formula": "C26H48Cl3N4O4RuSi", "method": "the ωB97M-V functional and the def2-TZVPD basis", "elements": ["C", "C", "H", "H", "H", "C", "C", "H", "H", "H", "H", "Ru", "Cl", "Cl", "C", "O", "N", "C", "C", "H", "H", "H", "H", "H", "H", "H", "H", "H", "C", "C", "N", "H", "C", "O", "H", "H", "H", "H", "O", "C", "C", "C", "H", "C", "H", "C", "H", "C", "C", "H", "H", "H", "Si", "Cl", "C", "C", "C", "H", "H", "H", "H", "H", "H", "H", "H", "H", "C", "N", "C", "C", "C", "N", "C", "C", "O", "H", "H", "H", "H", "H", "H", "H", "H", "H", "H", "H", "H"], "xyz": [[2.989831, -2.598351, -3.206340], [2.354181, -1.783243, -4.285878], [2.408197, -3.514996, -3.032514], [3.057807, -2.051383, -2.256750], [4.005950, -2.909964, -3.511435], [2.202538, -2.294459, -5.522377], [2.461991, -3.719110, -5.877756], [1.926228, -1.647674, -6.349498], [1.881004, -4.404804, -5.243387], [3.518774, -4.016838, -5.799787], [2.160403, -3.901201, -6.915556], [0.705072, -0.201088, -0.064562], [2.047984, -0.684065, 1.730569], [2.147976, 1.354372, -1.003666], [0.257390, 2.583830, 1.060664], [-0.182173, 1.401759, 1.094807], [-0.525799, 3.667254, 0.942578], [-1.983004, 3.572212, 0.867222], [0.078813, 4.945633, 0.564144], [1.335793, 2.826285, 1.098754], [-2.357316, 2.939458, 1.680932], [-2.328554, 3.167846, -0.101921], [-2.368204, 4.592937, 0.982458], [0.894017, 5.175631, 1.259241], [-0.693057, 5.718045, 0.617320], [0.503230, 4.906371, -0.454399], [0.042846, -4.976664, 2.742216], [-1.210304, -3.647754, -0.419183], [-1.020504, -4.746266, 2.557574], [-1.903853, -3.757658, 0.437367], [-1.151583, -3.598405, 1.670377], [-1.495187, -4.532806, 3.533044], [-0.614083, -2.415594, 2.028427], [-0.799133, -1.323389, 1.442355], [-2.679188, -2.988476, 0.351126], [0.043689, -2.466149, 2.908694], [-1.518305, -5.609461, 2.091221], [-2.333613, -4.761458, 0.426791], [0.908293, -0.487117, -2.891816], [1.918215, -0.385980, -3.885191], [0.460152, 0.161540, -5.901064], [1.447777, 0.535161, -4.988257], [0.091280, -0.875266, -5.927809], [0.052373, 1.086030, -6.867858], [2.774086, 0.041860, -3.346555], [2.088056, 1.771777, -5.078610], [-0.724125, 0.780074, -7.578162], [0.650461, 2.334041, -6.942989], [1.678548, 2.680342, -6.063607], [2.919601, 1.951804, -4.400059], [0.341460, 3.027326, -7.734473], [2.211278, 3.618824, -6.148160], [-0.675419, 0.022400, -2.571756], [0.387399, -2.413716, -1.200763], [-1.845454, -0.684064, -3.832226], [-0.596517, 1.904869, -2.927776], [-1.639206, -0.069610, -0.986817], [-1.835946, -0.063443, -4.739154], [-2.867722, -0.667509, -3.427734], [-1.572267, -1.716839, -4.078034], [-1.453266, -0.945391, -0.357466], [-2.671167, -0.206127, -1.316197], [-1.563150, 0.846872, -0.414158], [-0.906036, 2.090732, -3.969238], [0.416659, 2.303285, -2.796859], [-1.268471, 2.475394, -2.271672], [-2.312288, 0.972930, 4.531631], [-1.497719, 0.717592, 5.696697], [-1.816390, 1.457677, 6.891091], [-1.100528, 0.873750, 8.087929], [0.379866, 0.754441, 7.807603], [0.586442, 0.049396, 6.567282], [1.913476, -0.418541, 6.270912], [-0.326699, -0.006240, 5.528763], [-0.101571, -0.667785, 4.511504], [-2.080497, 0.247572, 3.748775], [-2.140092, 1.988405, 4.133888], [-3.374432, 0.904411, 4.801883], [-1.542539, 2.521365, 6.775084], [-2.902340, 1.420655, 7.040120], [-1.525562, -0.109476, 8.322119], [-1.248617, 1.528124, 8.951912], [0.881126, 0.197482, 8.607576], [0.830464, 1.762370, 7.767257], [2.516846, 0.364253, 5.784601], [2.417083, -0.714289, 7.194464], [1.857231, -1.261742, 5.580523]], "forces_ev_per_angstrom": [[0.1, -0.4, 0.3], [-0.4, -0.2, -1.0], [0.2, 0.2, 0.1], [-0.1, -0.2, -0.3], [-0.3, 0.1, 0.1], [0.3, 0.7, 0.6], [0.1, -0.5, -0.3], [-0.1, -0.1, 0.2], [0.2, 0.2, -0.1], [-0.2, 0.1, 0.1], [0.1, 0.0, 0.2], [1.1, -1.7, 0.5], [0.9, -0.3, 0.5], [0.6, 0.7, -0.1], [-0.6, -0.3, -0.1], [-0.1, 2.4, 0.5], [0.1, -0.5, -0.1], [-0.1, -0.1, -0.1], [0.5, -0.1, 0.0], [-0.4, -0.3, 0.0], [0.1, 0.1, -0.3], [0.2, 0.1, 0.4], [-0.1, -0.4, 0.0], [-0.2, 0.1, -0.1], [0.3, -0.1, 0.0], [-0.3, 0.0, 0.3], [-0.4, 0.0, -0.1], [-0.7, -0.2, 0.6], [0.3, 0.0, 0.5], [0.1, 0.0, -0.5], [0.2, 0.8, 0.2], [0.1, -0.2, -0.4], [-0.1, 0.3, -0.4], [-0.4, -1.6, 0.7], [0.0, -0.2, 0.1], [-0.2, 0.1, -0.1], [0.3, 0.3, 0.3], [-0.2, 0.3, 0.0], [-1.3, -0.1, 0.4], [-0.1, 0.1, 0.0], [0.1, 0.2, -0.3], [0.9, -0.3, 0.1], [-0.1, 0.8, 0.3], [-0.2, -0.7, 0.1], [0.0, 0.3, -0.3], [-0.7, -0.1, -0.7], [0.3, 0.3, 0.2], [0.1, 0.5, -0.2], [0.3, -0.5, 0.3], [-0.2, 0.3, -0.1], [0.1, -0.2, 0.4], [-0.2, 0.1, -0.1], [0.8, 1.4, -2.9], [0.6, -0.4, 0.6], [-0.3, -0.2, -0.2], [-0.2, -0.1, 0.0], [0.0, -0.5, 0.5], [0.0, -0.3, 0.2], [0.2, -0.1, -0.2], [-0.2, 0.1, -0.1], [-0.5, 0.3, 0.0], [0.0, 0.2, -0.2], [-0.4, 0.0, 0.1], [0.1, 0.0, 0.3], [-0.3, -0.1, 0.0], [0.0, 0.0, -0.1], [-0.2, 0.0, -0.2], [0.3, -0.5, -0.3], [0.1, 0.4, 0.0], [-0.2, 0.0, 0.4], [0.0, 0.3, -0.1], [-0.4, -0.3, -0.4], [0.5, -0.1, -0.3], [0.0, -0.2, -0.1], [-0.2, 0.7, 0.8], [0.0, 0.1, 0.1], [0.0, -0.2, 0.1], [0.2, -0.1, -0.1], [-0.1, -0.1, 0.0], [0.1, 0.0, 0.0], [0.1, 0.1, 0.0], [-0.1, -0.1, 0.0], [0.0, 0.1, -0.1], [0.0, -0.2, 0.1], [-0.1, -0.1, 0.1], [-0.1, 0.0, -0.1], [0.1, 0.1, 0.2]], "lowdin_charge": [-0.085, -0.223, 0.064, 0.062, 0.091, -0.118, -0.103, 0.091, 0.080, 0.079, 0.068, 0.931, -0.023, 0.082, -0.318, -0.227, -0.163, -0.022, -0.033, 0.113, 0.088, 0.091, 0.087, 0.095, 0.085, 0.101, 0.096, -0.032, -0.045, -0.084, -0.168, 0.094, -0.339, -0.230, 0.092, 0.111, 0.084, 0.079, -0.417, -0.312, -0.077, -0.188, 0.117, -0.083, 0.107, -0.028, 0.108, -0.100, -0.075, 0.116, 0.103, 0.097, 0.281, 0.218, -0.156, -0.163, -0.266, 0.023, 0.030, 0.042, -0.045, 0.063, 0.003, 0.032, -0.017, 0.013, -0.042, -0.099, -0.183, -0.164, -0.178, -0.103, -0.047, -0.447, 0.016, 0.082, 0.084, 0.088, 0.128, 0.122, 0.125, 0.117, 0.122, 0.129, 0.098, 0.085, 0.086], "orbital_gap_ev": [8.434, 7.298], "homo_energy_ev": [-7.983, -8.244], "multiplicity": 6, "e_tot_ev": -89918.9258, "de_lowest_kj_mol": 123.0, "charge": 0}

- multiplicity of number 2 (C26H48Cl3N4O4RuSi)?
  6

- Which of these has the highest multiplicity?
  C26H48Cl3N4O4RuSi